Molecular formula: C10H13N3O5Sm
Method: DFT, wB97M-V/def2-TZVPD

Geometry as XYZ:
```
32
Properties=species:S:1:pos:R:3:forces:R:3
O 0.178 -0.029 -6.123 0.03 0.01 4.26
H 1.747 -0.265 3.958 -0.16 0.01 0.41
C 0.104 -0.006 1.164 0.42 -0.05 0.00
H -2.151 -0.731 -0.447 0.25 -0.26 0.08
N 0.528 -0.078 -0.118 0.78 -0.19 -2.15
C 0.803 -0.100 3.454 0.15 -0.01 1.32
H -3.171 0.359 0.436 0.31 -0.02 0.06
N -1.230 0.178 1.303 0.34 -0.16 -1.48
O 3.675 -0.033 -2.771 -4.73 0.03 -0.54
H 2.664 -1.250 1.083 -0.21 0.00 0.12
H 2.895 0.530 1.074 -0.19 0.06 0.12
H 0.112 -0.902 3.716 0.14 0.08 0.24
O 0.176 -3.543 -2.776 0.00 4.83 -0.32
C 2.495 -0.320 1.636 0.02 0.02 0.54
H -1.373 0.336 3.399 -0.67 0.07 -0.42
O 0.179 3.493 -2.775 0.02 -4.94 -0.32
N 1.083 -0.134 2.058 -0.65 0.10 -1.14
O -3.353 -0.029 -2.821 4.91 -0.04 -0.71
C 0.174 -2.392 -2.809 0.08 -6.93 -0.06
C 2.527 -0.027 -2.854 6.29 -0.01 0.17
H -2.560 1.271 2.438 0.16 0.13 0.20
C -2.001 0.338 2.505 -0.55 0.12 1.34
C 0.180 2.341 -2.810 0.06 6.94 -0.08
H 0.418 0.883 3.731 0.13 -0.14 0.27
H -1.940 1.067 -0.558 0.27 0.22 0.03
Sm 0.114 -0.033 -2.205 -0.24 0.20 1.37
C -2.202 -0.036 -2.907 -7.18 0.05 -0.18
H 1.558 -0.222 -0.225 -0.83 0.12 0.84
C -2.137 0.214 0.103 0.94 -0.07 0.87
C 0.182 -0.029 -4.976 -0.05 -0.04 -4.76
H -2.739 -0.462 2.556 0.11 -0.12 0.23
H 3.068 -0.391 2.562 0.04 0.00 -0.32
```
Forces are in eV/Å.

Values from the calculation:
charge = +3
gap between HOMO and LUMO (alpha / beta) = 5.78 / 6.03 eV
expectation value of S² = 8.763
multiplicity = 6
HOMO (alpha / beta) = -19.18 / -19.21 eV